(1)
{
  "formula": "C3H8N2O2",
  "method": "ωB97M-V/def2-TZVPD",
  "species": ["N", "C", "O", "N", "C", "C", "O", "H", "H", "H", "H", "H", "H", "H", "H"],
  "xyz": [[-0.282531, 1.989550, 0.479347], [0.871734, 1.637822, -0.211433], [1.639986, 2.495684, -0.612298], [1.144150, 0.311459, -0.440296], [0.503090, -0.753358, 0.311544], [-0.816360, -1.150590, -0.356918], [-1.698662, -1.900389, 0.471750], [-0.844764, 1.273681, 0.923241], [-0.793445, 2.693828, -0.028848], [2.009551, 0.194073, -0.943086], [0.344123, -0.449746, 1.344303], [1.151177, -1.628106, 0.301998], [-1.361632, -0.266532, -0.656975], [-0.596215, -1.712554, -1.272997], [-1.270202, -2.734821, 0.690664]],
  "forces_ev_per_a": [[0.0, -0.5, 0.1], [0.8, 0.4, -0.2], [-0.4, -0.1, -0.3], [-0.3, 0.2, 0.5], [-0.1, -0.2, -0.7], [-0.2, -0.4, -0.1], [0.4, 0.1, 0.1], [0.0, 0.2, -0.4], [0.0, 0.2, 0.4], [0.0, -0.2, 0.3], [0.0, -0.1, 0.2], [0.2, 0.1, 0.2], [-0.1, 0.2, 0.0], [0.0, 0.1, 0.0], [-0.1, 0.0, 0.0]],
  "lumo_ev": 0.599,
  "largest_force_ev_per_a": 0.9,
  "homo_lumo_gap_ev": 10.249,
  "total_charge": 0,
  "smiles": "NC(=O)NCCO"
}


(2)
{
  "formula": "C18H36Cl18",
  "method": "ωB97M-V/def2-TZVPD",
  "species": ["Cl", "C", "C", "Cl", "H", "H", "H", "H", "Cl", "C", "C", "Cl", "H", "H", "H", "H", "Cl", "C", "C", "Cl", "H", "H", "H", "H", "Cl", "C", "C", "Cl", "H", "H", "H", "H", "Cl", "C", "C", "Cl", "H", "H", "H", "H", "Cl", "C", "C", "Cl", "H", "H", "H", "H", "Cl", "C", "C", "Cl", "H", "H", "H", "H", "Cl", "C", "C", "Cl", "H", "H", "H", "H", "Cl", "C", "C", "Cl", "H", "H", "H", "H"],
  "xyz": [[1.248908, -1.660925, 6.628568], [2.222835, -0.245670, 6.178601], [2.480658, -0.159751, 4.689049], [0.993305, -0.127740, 3.724797], [3.184867, -0.358733, 6.677053], [1.759685, 0.668334, 6.541977], [3.117009, -0.972937, 4.344472], [3.030466, 0.756811, 4.467899], [-3.168913, 2.397995, -6.280773], [-2.625607, 1.509055, -4.821887], [-2.089832, 2.433356, -3.760827], [-0.662623, 3.359778, -4.321697], [-1.911702, 0.739534, -5.098770], [-3.537670, 1.055250, -4.440105], [-1.789708, 1.852658, -2.892152], [-2.836930, 3.169392, -3.478971], [-0.769157, -3.877604, -7.851491], [-0.142011, -3.429146, -6.244834], [-0.282306, -1.946430, -5.978963], [0.870839, -0.991982, -6.941431], [0.902642, -3.728585, -6.186919], [-0.684666, -4.003723, -5.496500], [-0.085157, -1.711153, -4.935488], [-1.278484, -1.600398, -6.247968], [-0.590198, -0.693424, -2.440315], [0.360016, 0.055528, -1.128997], [-0.290537, -0.096742, 0.228035], [-1.740494, 0.921429, 0.339981], [0.447584, 1.113828, -1.382953], [1.381344, -0.319921, -1.153717], [0.431697, 0.228430, 0.972419], [-0.580079, -1.134879, 0.370257], [3.959030, -4.660380, 0.190435], [4.070783, -3.757877, 1.739303], [4.483704, -2.329976, 1.540278], [3.374448, -1.443531, 0.461936], [4.819984, -4.274189, 2.333607], [3.090504, -3.826907, 2.201313], [5.480816, -2.265496, 1.115414], [4.446902, -1.819998, 2.500702], [-1.606925, 4.164444, 3.806634], [-1.954698, 2.422459, 3.642040], [-3.101185, 1.980376, 4.509904], [-4.591024, 2.909448, 4.221044], [-1.044679, 1.918866, 3.963992], [-2.125571, 2.213827, 2.591485], [-2.832846, 2.029099, 5.562574], [-3.340974, 0.945362, 4.268043], [0.866466, -5.321563, -3.083111], [1.431365, -3.785217, -2.349535], [2.810370, -3.419329, -2.818450], [2.788648, -2.929085, -4.537548], [1.411500, -3.933790, -1.273260], [0.737365, -3.006131, -2.650558], [3.538436, -4.216929, -2.709523], [3.172291, -2.561433, -2.252013], [1.052475, 3.049419, 1.068779], [2.534105, 3.249098, 2.039139], [2.184026, 3.401922, 3.494424], [3.699028, 3.621302, 4.435207], [3.014278, 4.162086, 1.696006], [3.207009, 2.419947, 1.834209], [1.642322, 2.581170, 3.955110], [1.594581, 4.306219, 3.630856], [-5.090065, 1.320789, -1.805046], [-5.192576, 2.221593, -0.278003], [-6.189554, 1.606570, 0.676773], [-7.852822, 1.662123, 0.038794], [-5.498225, 3.235548, -0.522951], [-4.212310, 2.225621, 0.192614], [-6.188968, 2.141668, 1.623005], [-5.953809, 0.561239, 0.868052]],
  "forces_ev_per_a": [[0.0, 0.1, 0.0], [0.4, 0.1, -0.2], [0.5, 0.1, 0.1], [-0.1, 0.0, -0.1], [0.0, 0.1, 0.0], [-0.2, -0.1, 0.0], [-0.3, -0.2, 0.0], [-0.1, 0.1, 0.1], [0.2, -0.1, 0.1], [-0.5, 0.2, 0.0], [0.1, 0.2, -0.2], [0.1, -0.2, 0.1], [0.1, 0.1, -0.2], [0.1, -0.2, 0.1], [0.0, 0.0, 0.0], [0.0, 0.0, 0.1], [0.0, 0.0, 0.0], [0.2, 0.1, 0.2], [-0.2, -0.1, -0.1], [0.1, 0.1, -0.1], [-0.1, 0.0, -0.1], [-0.1, 0.0, 0.0], [0.1, -0.1, 0.0], [0.0, 0.0, 0.0], [0.0, -0.1, 0.1], [0.1, 0.9, -0.2], [0.5, -0.3, -0.6], [-0.1, 0.0, 0.0], [-0.1, 0.0, 0.0], [-0.2, -0.4, 0.1], [-0.2, 0.0, 0.2], [-0.1, 0.1, 0.3], [0.1, 0.1, 0.2], [-0.2, -0.3, -0.3], [0.1, 0.1, 0.0], [-0.1, 0.1, 0.0], [-0.1, 0.0, 0.1], [0.0, 0.0, 0.1], [0.0, 0.1, 0.0], [0.1, 0.0, 0.0], [0.0, 0.1, 0.0], [0.2, 0.2, 0.0], [0.0, -0.3, 0.0], [0.0, 0.0, 0.0], [-0.1, -0.2, -0.1], [0.0, 0.1, 0.0], [-0.2, 0.2, 0.0], [0.1, 0.0, 0.0], [0.0, 0.1, 0.0], [0.0, -0.2, -0.2], [0.3, 0.2, 0.0], [0.2, 0.0, 0.1], [0.0, 0.1, 0.0], [-0.1, -0.1, 0.1], [-0.1, -0.1, 0.0], [-0.1, 0.0, 0.0], [-0.1, -0.1, 0.0], [0.2, 0.1, -0.2], [-0.1, 0.5, 0.4], [0.0, -0.1, 0.0], [0.0, 0.0, 0.0], [-0.1, -0.1, 0.1], [0.0, -0.2, -0.3], [0.0, 0.0, 0.1], [0.1, -0.1, -0.1], [-0.4, 0.2, 0.3], [0.0, -0.3, 0.0], [0.0, 0.0, 0.0], [0.1, 0.0, 0.0], [0.1, 0.0, -0.1], [0.1, 0.1, 0.0], [0.0, 0.0, 0.0]],
  "lumo_ev": -0.181,
  "largest_force_ev_per_a": 0.9,
  "homo_lumo_gap_ev": 10.149,
  "total_charge": 0,
  "smiles": "ClCCCl.ClCCCl.ClCCCl.ClCCCl.ClCCCl.ClCCCl.ClCCCl.ClCCCl.ClCCCl"
}


(3)
{
  "formula": "C3H9N3O2",
  "method": "ωB97M-V/def2-TZVPD",
  "species": ["C", "C", "N", "C", "N", "O", "O", "N", "H", "H", "H", "H", "H", "H", "H", "H", "H"],
  "xyz": [[3.076197, 0.023241, -0.108488], [-2.121015, -1.436816, 0.227301], [-1.913983, -0.003090, 0.126856], [0.105018, 0.622561, -0.010400], [0.095518, 1.613850, 0.860411], [2.150841, 0.928825, -0.599397], [-2.606205, 0.525159, -0.926826], [0.205120, -0.262262, -0.790786], [-2.637656, -0.125355, -1.653662], [-0.807875, 1.936230, 1.172195], [0.882323, 2.241907, 0.780841], [3.252155, -0.826115, -0.785424], [4.044974, 0.542418, 0.008751], [2.817084, -0.379166, 0.886834], [-1.979101, -1.962842, -0.725171], [-1.417783, -1.832118, 0.956935], [-3.145613, -1.606427, 0.580030]],
  "forces_ev_per_a": [[0.1, -0.5, 0.1], [-0.1, 0.2, -0.1], [-1.7, -0.1, 0.6], [0.4, -1.7, -1.6], [0.0, 0.3, 0.3], [1.0, 0.4, -0.1], [0.1, -0.1, -0.1], [0.4, 1.1, 1.0], [0.0, 0.1, 0.2], [0.1, 0.0, -0.1], [-0.2, 0.0, 0.0], [-0.1, 0.2, 0.0], [-0.3, 0.1, -0.1], [0.0, 0.2, -0.2], [0.0, 0.1, 0.0], [0.0, 0.0, 0.0], [0.1, 0.0, 0.0]],
  "lumo_ev": [0.583, -0.568],
  "largest_force_ev_per_a": 2.4,
  "homo_lumo_gap_ev": [10.068, 7.581],
  "total_charge": 0
}


(4)
{
  "formula": "C21H47Br3CaFNO6SSi2",
  "method": "ωB97M-V/def2-TZVPD",
  "species": ["C", "C", "C", "C", "C", "C", "C", "C", "C", "C", "C", "S", "O", "O", "O", "H", "H", "H", "H", "H", "H", "H", "H", "H", "H", "H", "H", "H", "H", "H", "H", "H", "H", "H", "H", "H", "H", "C", "Si", "C", "C", "N", "Si", "C", "C", "C", "H", "H", "H", "H", "H", "H", "H", "H", "H", "H", "H", "H", "H", "H", "H", "H", "H", "H", "C", "Br", "Br", "Br", "H", "C", "O", "C", "O", "O", "C", "H", "H", "H", "H", "H", "H", "Ca", "F"],
  "xyz": [[-1.485296, -3.401978, -0.579628], [-0.800810, -2.263172, 0.180636], [-0.616669, -0.978585, -0.645137], [-1.614545, 0.083445, -0.215372], [-1.644731, 1.360739, -1.046992], [-2.430830, 1.167682, -2.351265], [-3.902311, 1.565791, -2.300578], [-4.782082, 0.547910, -1.571508], [-5.282871, 0.982435, -0.200287], [-5.636199, -0.284857, 0.587386], [-6.672686, -1.133602, -0.138958], [-6.305916, -1.362363, -1.869890], [-5.230876, -2.284883, -1.933763], [-7.525541, -1.675135, -2.534934], [-5.876073, 0.109424, -2.387046], [-2.474608, -3.112890, -0.949216], [-1.627574, -4.249693, 0.088788], [-0.893625, -3.714433, -1.434604], [-1.443825, -2.033616, 1.059550], [0.132935, -2.628671, 0.602656], [-0.723537, -1.182123, -1.707536], [0.396231, -0.639110, -0.448526], [-1.459785, 0.349038, 0.859292], [-2.604569, -0.432577, -0.291985], [-2.175218, 2.124589, -0.469533], [-0.650312, 1.762409, -1.210822], [-1.975409, 1.789343, -3.120800], [-2.356392, 0.140362, -2.715758], [-4.044626, 2.547490, -1.844176], [-4.284366, 1.631984, -3.318241], [-4.169083, -0.349236, -1.436369], [-4.486818, 1.558269, 0.282161], [-6.204630, 1.560328, -0.251127], [-4.727585, -0.906797, 0.676759], [-6.055933, 0.028314, 1.547565], [-6.783075, -2.126814, 0.287029], [-7.642698, -0.640691, -0.075916], [4.583866, 6.063742, 1.915358], [3.690378, 5.481075, 0.359274], [5.015173, 5.342045, -0.988547], [2.514622, 6.884842, -0.131359], [2.901930, 4.029043, 0.675660], [1.986837, 3.137250, -0.380479], [2.933846, 2.497156, -1.899121], [0.437397, 4.035887, -1.022164], [1.343444, 1.589379, 0.533511], [5.104302, 7.009976, 1.734656], [3.875363, 6.217723, 2.731933], [5.323772, 5.326282, 2.233080], [5.629901, 6.248001, -1.018821], [4.578072, 5.215425, -1.981880], [5.676074, 4.496103, -0.789005], [1.689593, 6.960517, 0.579737], [2.100940, 6.741935, -1.132664], [3.044053, 7.843653, -0.136670], [3.162902, 3.293039, -2.609894], [2.333111, 1.748570, -2.435239], [3.864801, 2.015225, -1.596015], [-0.117231, 4.479863, -0.192717], [-0.236481, 3.345415, -1.547723], [0.696626, 4.824837, -1.729409], [0.732512, 1.884131, 1.393802], [2.175914, 0.980294, 0.889340], [0.732556, 0.970212, -0.129424], [3.867974, -1.912235, -0.799793], [2.456089, -1.824440, -2.108456], [4.612252, -0.188491, -0.464776], [3.251650, -2.708829, 0.850197], [4.631942, -2.561970, -1.200397], [3.320065, -9.652190, 3.139838], [3.800312, -8.517431, 3.868406], [3.234577, -7.366158, 3.524623], [2.385262, -7.215940, 2.685164], [3.767156, -6.397787, 4.271529], [3.241802, -5.102117, 3.992205], [3.864506, -10.509692, 3.522340], [2.254360, -9.792563, 3.307444], [3.520194, -9.537931, 2.076736], [2.170665, -5.071740, 4.186962], [3.445704, -4.819670, 2.961090], [3.744947, -4.406581, 4.657434], [-2.889888, -0.800983, 1.901645], [-4.391903, -4.183201, -2.819263]],
  "forces_ev_per_a": [[-0.5, 0.3, 0.5], [-0.1, -0.5, -1.1], [0.3, -0.3, 1.0], [-0.1, -0.3, -0.3], [-1.1, -0.1, 0.2], [0.2, 0.4, -0.4], [-0.6, -0.2, 0.0], [0.9, 0.4, -0.2], [0.1, -0.9, -0.1], [-0.4, 0.7, 0.0], [-0.4, 0.7, 0.2], [-1.3, -1.7, -1.1], [0.6, 1.2, 0.6], [0.0, 0.6, 0.2], [-0.2, -0.3, 0.8], [0.0, -0.1, -0.3], [0.0, -0.2, -0.1], [0.1, 0.0, 0.0], [0.2, -0.3, 0.4], [0.1, 0.2, 0.2], [-0.1, 0.0, -0.1], [-0.1, 0.1, -0.3], [0.7, 0.4, -0.2], [-0.1, 0.2, -0.2], [0.2, 0.2, 0.0], [-0.1, -0.5, 0.1], [0.2, 0.0, 0.0], [0.0, -0.1, 0.0], [0.2, 0.1, -0.1], [0.0, 0.0, -0.1], [0.1, 0.0, 0.0], [-0.1, 0.2, 0.1], [0.2, 0.4, -0.2], [-0.1, -0.3, 0.0], [0.3, -0.4, 0.3], [0.1, -0.1, -0.2], [0.0, 0.1, 0.0], [0.1, 0.2, -0.2], [-0.2, -0.6, 0.4], [0.0, 0.3, 0.0], [0.3, 0.2, -0.1], [-0.2, 0.1, -0.4], [0.8, 0.6, 0.6], [-0.5, -0.2, -0.1], [-0.2, -0.4, -0.3], [-0.3, -0.2, -0.2], [0.0, 0.0, 0.1], [0.0, 0.0, 0.0], [0.0, 0.0, 0.0], [0.0, 0.0, 0.0], [0.0, -0.1, 0.0], [0.0, 0.0, 0.0], [0.0, 0.0, 0.0], [-0.1, 0.0, 0.0], [0.0, 0.0, 0.0], [0.0, 0.1, 0.1], [0.1, 0.0, -0.1], [-0.1, 0.3, -0.1], [0.0, 0.0, 0.0], [0.1, 0.5, -0.1], [0.1, 0.1, 0.1], [0.0, 0.1, 0.1], [0.0, 0.1, 0.1], [0.4, 0.3, 0.2], [0.0, 0.1, 0.1], [0.1, -0.1, -0.1], [0.2, -0.2, 0.1], [-0.1, -0.1, 0.0], [0.0, 0.0, 0.0], [0.0, -0.2, 0.0], [0.0, 0.0, 0.0], [0.0, 0.0, 0.0], [0.0, 0.0, 0.0], [0.0, 0.0, 0.0], [0.0, 0.3, 0.1], [0.1, 0.1, 0.1], [0.0, 0.1, -0.1], [-0.1, 0.1, 0.0], [0.0, 0.0, -0.1], [-0.1, -0.1, 0.0], [0.1, -0.1, 0.1], [-0.3, -0.1, 0.0], [0.6, -0.6, 0.0]],
  "lumo_ev": -4.389,
  "largest_force_ev_per_a": 2.4,
  "homo_lumo_gap_ev": 1.797,
  "total_charge": 0
}